[1]
C62H106N12O8 | ωB97M-V with the def2-TZVPD basis set

XYZ file:
```
188
Properties=species:S:1:pos:R:3:forces:R:3
C -6.387290 -17.422411 14.142138 0.02 -1.25 -0.89
C -5.522496 -18.671843 13.690406 0.37 -0.18 1.59
C -4.090140 -18.123616 13.756795 -0.98 -0.34 0.01
O -4.224472 -16.783454 13.442884 1.08 1.52 -1.05
C -5.442143 -16.230655 13.837208 -0.85 0.49 0.18
H -6.731754 -17.438881 15.195394 0.44 -0.01 -0.56
H -7.279137 -17.484521 13.519345 -0.08 0.56 0.15
H -5.766081 -18.981924 12.675742 -0.01 0.22 -0.19
H -5.573763 -19.600725 14.310879 -0.30 0.80 -0.21
H -3.486732 -18.568423 12.977399 0.44 -0.34 0.25
H -3.639110 -18.129082 14.741937 0.14 -0.93 0.38
H -5.658709 -15.491545 13.033615 -0.73 -0.71 0.38
H -5.380852 -15.620227 14.746097 0.40 -0.09 0.10
C -14.096752 -23.523961 9.318334 -0.03 -0.68 -1.23
C -14.500167 -24.972645 9.599559 1.53 -0.53 0.59
C -13.118399 -25.693283 9.680517 -0.59 2.04 -0.05
O -12.287944 -24.689143 10.335252 -0.51 -0.86 -0.50
C -12.602805 -23.431237 9.703819 -0.26 -0.96 0.33
H -14.750618 -22.900718 9.882068 -0.16 0.85 0.43
H -14.319237 -23.367521 8.247654 0.51 0.39 0.39
H -15.213949 -25.359694 8.897265 -0.11 -0.32 -0.49
H -14.932590 -25.058867 10.576737 -0.39 0.01 0.63
H -12.728625 -25.864885 8.698745 0.32 -0.17 -0.87
H -13.111740 -26.622975 10.203030 0.08 -0.43 0.75
H -11.901589 -23.249595 8.883222 -0.28 -0.08 -0.26
H -12.395030 -22.704103 10.460619 -0.08 0.60 0.38
C -5.668437 -23.686607 14.143246 2.29 2.15 -1.13
C -4.830310 -24.824394 13.499359 -2.75 0.27 -1.61
C -4.825120 -24.381317 11.975581 0.95 0.57 0.11
O -5.755770 -23.313065 11.794186 0.06 0.36 1.47
C -5.634332 -22.551792 13.047159 1.51 -1.23 -0.49
H -5.201558 -23.200325 15.010687 -0.47 -0.66 0.24
H -6.668548 -23.967562 14.232903 -1.62 -0.59 0.77
H -5.351828 -25.801185 13.644485 0.23 0.68 -0.29
H -3.864363 -24.990078 13.842317 1.80 0.24 0.84
H -5.094692 -25.187422 11.316544 -0.19 -0.31 -0.36
H -3.846604 -23.951316 11.628329 -0.47 -0.70 0.61
H -6.371479 -21.763168 13.045888 -0.62 -0.13 0.22
H -4.636777 -22.027239 13.125000 -0.87 -0.66 -0.44
C -14.287470 -20.347325 17.636326 -1.57 -1.06 0.28
C -13.194606 -20.988980 18.463610 -0.04 0.72 1.73
C -12.014718 -20.702536 17.589965 0.70 -0.55 -0.49
O -12.308750 -19.530114 16.843105 0.08 0.42 -0.39
C -13.628987 -19.056571 17.189084 0.19 -1.05 -1.52
H -15.220095 -20.249937 18.230969 0.45 0.20 -0.48
H -14.481677 -21.086093 16.817614 -0.03 1.02 0.26
H -13.313732 -22.039704 18.751111 -0.11 0.16 -0.50
H -13.137042 -20.433691 19.423953 0.18 -0.18 -0.36
H -11.933440 -21.557285 16.897060 0.36 0.25 0.03
H -11.069413 -20.510351 18.099834 -0.10 -0.41 0.06
H -14.054093 -18.576542 16.277823 0.18 -0.31 0.80
H -13.489124 -18.346343 17.974499 -0.41 0.63 0.70
C -8.392305 -16.601025 19.485303 1.42 0.65 -1.23
C -9.069347 -17.601963 18.501799 0.32 -0.89 1.03
C -9.606993 -18.719665 19.485780 1.75 -0.28 0.13
O -8.666762 -18.641003 20.612670 -1.19 -0.72 -0.80
C -8.522032 -17.275283 20.871610 0.22 1.11 -0.19
H -8.865475 -15.610782 19.318310 0.01 -0.55 0.81
H -7.317235 -16.387677 19.186311 -1.07 -0.67 0.50
H -8.409315 -17.913851 17.641271 -0.77 -0.03 1.12
H -9.935896 -17.120284 18.146018 -0.94 0.52 -1.08
H -9.579125 -19.765082 19.118119 0.24 0.73 0.14
H -10.618952 -18.529406 19.878989 0.21 0.28 -0.31
H -7.640796 -17.183074 21.515531 -0.16 0.26 -0.19
H -9.396999 -16.828979 21.382177 0.13 -0.43 0.07
C -11.780505 -19.540648 8.382762 1.09 0.84 -0.04
C -11.843240 -18.011034 8.597005 0.62 -0.06 0.84
C -11.884729 -17.953367 10.150002 1.99 -0.21 -0.54
O -11.285550 -19.164861 10.674887 -0.90 0.47 -1.25
C -11.815130 -20.152270 9.769957 -0.44 1.13 0.34
H -10.863795 -19.800141 7.863350 0.16 -0.15 -0.04
H -12.590773 -19.823328 7.771898 -0.99 -0.73 -0.66
H -12.806721 -17.604282 8.243127 0.78 0.11 -0.24
H -10.934992 -17.498834 8.184078 -1.07 -0.29 0.20
H -12.912055 -17.864462 10.361830 -1.37 -0.08 1.10
H -11.301863 -17.166392 10.596805 -0.07 0.62 0.10
H -12.861985 -20.266106 10.064239 -0.07 -0.68 0.06
H -11.218488 -21.028392 9.831298 0.26 -0.77 0.30
C -8.103787 -24.016279 19.160057 0.96 0.26 2.34
C -7.155555 -23.814656 18.007213 -1.34 0.40 -0.24
C -6.898492 -22.277864 18.187290 2.22 -0.54 -2.75
O -7.793210 -21.740011 19.058337 -1.19 0.58 1.05
C -8.785365 -22.705275 19.345415 -0.83 1.01 -0.32
H -7.569072 -24.162345 20.112626 0.28 -0.29 -0.37
H -8.792064 -24.798632 19.100454 -1.07 -1.40 -0.43
H -7.701229 -24.084724 17.075833 0.33 0.65 0.24
H -6.350274 -24.526767 18.045837 0.78 0.27 0.15
H -6.971074 -21.772438 17.201650 -0.01 -0.23 0.26
H -5.900458 -22.041254 18.549795 0.29 -0.26 0.05
H -9.603692 -22.644731 18.613393 -0.21 0.31 0.04
H -9.147360 -22.413068 20.336506 -0.18 -0.62 -0.11
C -9.168146 -21.290338 15.384846 2.08 -1.68 -0.40
C -8.848775 -19.905372 14.921210 0.99 0.64 -0.06
C -8.918543 -20.024600 13.414658 -0.75 1.48 -1.44
O -9.999060 -20.963328 13.160203 1.30 0.27 0.63
C -10.191724 -21.713630 14.393812 -1.70 -0.70 -1.28
H -9.503323 -21.443634 16.396430 -0.14 0.38 0.46
H -8.240802 -21.926546 15.269401 -0.83 0.39 0.07
H -7.855158 -19.509741 15.198615 -0.59 -0.17 0.28
H -9.651430 -19.307792 15.294756 -0.22 0.99 0.14
H -7.943699 -20.237111 12.938946 -0.25 -1.04 0.35
H -9.131888 -19.055596 12.841887 -0.36 -1.01 1.13
H -10.204498 -22.788164 14.149093 0.32 0.28 0.18
H -11.223115 -21.498101 14.713851 0.19 0.20 0.21
C -13.372628 -23.478135 13.276281 -0.06 1.28 0.55
C -13.752382 -23.380595 14.704910 0.53 -0.36 -1.32
N -14.088001 -23.329572 15.797379 -0.13 0.03 0.68
H -13.405099 -24.506322 12.930574 0.21 0.08 -0.08
H -12.405470 -22.966679 13.108363 -0.22 -0.74 0.23
H -14.070166 -22.821967 12.738653 -0.14 -0.47 -0.08
C -8.893942 -23.328882 11.538986 -2.10 -1.36 1.30
C -8.778459 -22.420865 10.441734 0.38 -0.60 1.24
N -8.614021 -21.664640 9.611942 0.08 1.18 -1.52
H -9.823393 -23.087690 12.166320 1.69 0.00 -0.79
H -7.978008 -23.482883 12.121160 -0.21 0.62 -0.16
H -9.153592 -24.324233 11.164283 0.10 0.05 -0.31
C -11.616852 -18.173642 14.034395 0.82 0.60 0.84
C -12.950021 -17.606188 14.022474 -1.59 1.27 0.22
N -13.978527 -17.079425 14.160989 1.39 -0.91 -0.43
H -11.499438 -18.494051 15.099188 0.02 -0.25 -0.94
H -10.852284 -17.347945 13.909157 -0.82 -0.91 -0.25
H -11.501701 -18.995125 13.308785 0.10 0.33 0.36
C -8.989508 -13.773517 11.850596 -1.37 -0.88 0.90
C -8.804680 -14.661459 13.030899 0.65 -0.21 1.02
N -8.591816 -15.328863 13.960419 -0.63 1.07 -1.52
H -8.284912 -12.971220 11.824865 0.68 0.27 0.07
H -9.998377 -13.315415 11.919348 0.52 -0.40 -0.17
H -8.904286 -14.419711 10.983532 0.02 0.23 -0.30
C -0.838066 -21.443265 13.882176 1.35 -0.95 2.85
C -2.124055 -21.376189 14.507150 -1.93 0.09 -0.13
N -3.223247 -21.356424 14.857790 0.84 0.06 0.19
H -0.339027 -20.502510 13.948628 0.29 0.70 -0.34
H -0.897665 -21.854752 12.931669 -0.20 -0.42 -1.93
H -0.229975 -22.150937 14.510437 -0.36 0.56 -0.61
C -8.227859 -18.678261 9.907224 -0.30 0.53 1.22
C -7.820465 -17.266073 9.934080 0.71 0.85 0.25
N -7.469573 -16.160287 10.000532 -0.59 -1.47 -0.12
H -9.026224 -18.851915 10.663099 0.28 0.10 -0.88
H -7.439629 -19.371112 10.128525 0.76 0.12 0.49
H -8.495348 -18.991933 8.930923 -0.84 -0.02 -0.93
C -8.684621 -27.053871 12.827522 0.51 1.95 -1.01
C -9.554672 -26.011584 13.390375 -1.88 1.25 1.70
N -10.287622 -25.258782 13.916383 1.98 -1.80 -1.56
H -9.273590 -27.818973 12.376884 -0.42 -0.66 -0.14
H -8.003695 -27.429506 13.565365 0.10 -0.27 0.44
H -8.093628 -26.559186 12.023247 -0.27 -0.42 0.40
C -10.585693 -26.360875 16.793324 -1.03 -0.28 -0.64
C -9.713943 -27.365819 16.196300 -1.56 1.28 0.39
N -8.973930 -28.066907 15.701990 1.26 -1.40 -0.65
H -11.582906 -26.222481 16.299921 1.03 -0.50 0.01
H -10.067536 -25.421423 16.641390 0.00 0.31 0.69
H -10.810526 -26.692947 17.800206 0.28 0.56 0.42
C -5.094350 -20.498778 9.140534 0.57 0.06 2.25
C -4.016522 -21.155774 9.926568 0.04 -0.37 -0.36
N -3.212985 -21.701454 10.548457 -0.36 0.44 -0.29
H -4.978682 -20.604167 8.087136 0.12 -0.13 -0.66
H -5.043659 -19.451040 9.451567 -0.09 0.06 -0.43
H -6.029017 -20.910554 9.519527 -0.12 -0.17 -0.36
N -5.726454 -18.830070 19.641014 1.45 0.51 -0.82
C -5.332582 -18.422321 18.363209 -1.26 0.33 0.71
C -4.264454 -17.596076 18.567954 -0.24 -0.47 0.41
C -3.958191 -17.565329 19.955299 1.45 1.30 -1.04
C -4.859709 -18.322014 20.582396 -1.49 -0.95 0.34
H -6.543812 -19.314424 19.879234 -1.28 -0.81 0.15
H -5.984458 -18.556282 17.468548 0.81 -0.15 1.00
H -3.781033 -17.007942 17.854816 0.70 0.57 -1.14
H -3.135416 -16.976621 20.348842 -0.27 -0.30 0.22
H -5.002479 -18.537945 21.625104 -0.01 -0.09 0.10
N -16.214532 -21.610957 13.834638 -0.02 -0.42 -1.64
C -15.188001 -20.737483 13.905922 -0.20 0.84 -1.24
C -14.924544 -20.319830 12.610576 1.59 1.29 0.63
C -15.727040 -21.081775 11.746617 -0.69 0.64 -1.44
C -16.543408 -21.859785 12.496024 -0.21 -0.67 2.15
H -16.418633 -22.256878 14.548218 -0.42 -0.57 0.96
H -14.829607 -20.419865 14.852222 0.40 0.27 0.41
H -14.238378 -19.474201 12.321071 -0.83 -1.25 0.40
H -15.834519 -20.922442 10.676269 0.19 -0.17 0.25
H -17.323357 -22.597009 12.358500 0.16 0.22 -0.60
N -3.981345 -16.683303 10.333204 -0.07 -0.94 -0.38
C -4.278124 -16.927916 8.988794 0.33 2.01 0.91
C -3.195236 -17.628744 8.545938 0.51 -1.58 -1.50
C -2.369491 -17.988575 9.644983 0.99 -0.21 0.59
C -2.891222 -17.373145 10.769629 0.74 -0.28 -1.22
H -4.563712 -16.253863 10.980004 -1.34 0.96 1.04
H -5.069037 -16.301956 8.493247 0.96 -1.14 0.57
H -2.997472 -17.975370 7.518209 -0.32 0.36 0.63
H -1.436826 -18.601076 9.658120 -1.07 0.63 -0.27
H -2.472080 -17.355115 11.780272 -0.63 0.27 -0.61
```
Forces are in eV/Å.

The HOMO-LUMO gap is 8.539 eV. The charge is 0. As for the molecular weight: 1147.6 Da. The value obtained for the LUMO energy is 0.45 eV.

Here are the Mulliken charges for atoms 1 to 99, given in e: 1.190, 1.137, -0.520, -0.492, -0.498, -0.546, -0.408, -0.590, -0.186, 0.270, 0.253, 0.204, 0.284, -0.200, -0.674, -0.715, -0.302, 0.945, -0.224, 0.473, 0.460, 0.187, 0.345, 0.422, 0.376, -0.995, 0.301, -0.981, -0.537, -0.432, 0.506, 0.395, -0.135, 0.208, 0.386, 0.452, 0.230, -0.411, -0.033, -0.206, -0.467, 2.068, -0.187, -0.447, 0.488, -0.292, 0.396, 0.250, -0.418, -1.669, 0.225, 0.208, -0.507, 0.565, 0.986, -0.480, -0.561, 0.394, 0.171, -0.836, 0.526, -1.223, 0.200, 0.375, 0.309, -0.842, -0.622, -1.064, 0.636, 0.671, 0.293, 0.497, 0.345, 0.153, 0.540, 0.459, -0.119, -0.838, -0.980, -0.127, 0.114, -0.312, -0.036, 0.286, 0.511, -0.202, 0.473, -0.342, 0.459, -0.147, 0.346, 1.775, 1.317, 0.484, 0.919, 0.450, -0.310, -0.501, -0.414

=====

[2]
CHNO3S3 | ωB97M-V with the def2-TZVPD basis set

XYZ file:
```
9
Properties=species:S:1:pos:R:3:forces:R:3
C -0.585977 0.550445 -0.467875 -4.46 2.72 -0.48
N -0.015771 -0.944590 1.150447 0.55 1.40 0.26
O 0.624404 0.401069 -0.862392 3.14 -1.64 0.01
O 2.289195 -1.165916 0.103483 0.74 -0.79 -0.02
O -1.040563 -0.465243 0.343793 -2.30 0.79 -0.76
S -1.698454 1.300302 -1.667880 0.13 -0.71 0.49
S -0.995729 2.360441 -0.009308 -0.04 -0.54 0.35
S 1.386400 -0.153485 0.548188 1.71 0.64 0.46
H 0.036495 -1.883024 0.861545 0.53 -1.87 -0.31
```
Forces are in eV/Å.

The HOMO-LUMO gap is 8.345 eV. The charge is 0. For the energy above the lowest of the compared OMol25 structures with the same formula, charge and spin, the calculation gives 264.10 kJ/mol. As for the molecular weight: 171.2 Da. The value obtained for the LUMO energy is -0.36 eV.

Table of natural (NBO) atomic charges, one value per atom, all in e: 0.283, -0.508, -0.648, -0.891, -0.363, 0.151, -0.011, 1.613, 0.374

=====

[3]
C4H8O | ωB97M-V with the def2-TZVPD basis set

XYZ file:
```
13
Properties=species:S:1:pos:R:3:forces:R:3
C 0.860008 0.268270 -1.154697 0.12 -0.31 0.20
C -0.032484 -0.228955 -0.018680 -0.06 -0.94 0.31
C -1.350063 0.499513 0.104828 -0.06 -0.28 0.13
C 0.578710 -0.668358 1.218914 0.54 1.13 0.92
O 0.032172 -0.659528 2.317526 0.52 -0.08 -0.04
H 0.310811 0.558045 -2.064748 0.04 -0.43 0.41
H 1.362931 1.183055 -0.805407 -0.15 -0.20 0.00
H 1.645628 -0.443856 -1.411493 -0.04 0.02 -0.06
H -0.001361 -1.586837 0.316559 -1.12 1.59 -2.58
H -1.968320 0.004767 0.850541 -0.18 0.04 -0.10
H -1.876291 0.620750 -0.850960 0.14 -0.26 0.26
H -1.162209 1.513255 0.494910 0.15 -0.28 -0.08
H 1.600468 -1.060120 1.002707 0.10 0.01 0.63
```
Forces are in eV/Å.

The HOMO-LUMO gap is 10.036 eV. The charge is 0. For the energy above the lowest of the compared OMol25 structures with the same formula, charge and spin, the calculation gives 213.65 kJ/mol. As for the molecular weight: 72.1 Da. The value obtained for the LUMO energy is 0.81 eV.

Table of natural (NBO) atomic charges, one value per atom, all in e: -0.636, -0.099, -0.647, 0.248, -0.617, 0.225, 0.225, 0.227, 0.260, 0.247, 0.215, 0.231, 0.122